Entry 1:
The molecule C17H28ClNO2, computed with wB97M-V/def2-TZVPD.

The calculation puts the energy above the lowest of the compared OMol25 structures with the same formula, charge and spin at 6.5 kcal/mol. The LUMO energy is 0.7 eV. The charge is 0. The SMILES is COCCCNCCCOc1ccc(Cl)cc1C(C)(C)C. As for the gap between HOMO and LUMO: 0.3331 Eh.

```
49
C17H28ClNO2, DFT wB97M-V/def2-TZVPD
C -7.149 0.505 -0.219
O -6.608 -0.596 -0.904
C -5.225 -0.792 -0.712
C -4.858 -1.285 0.699
C -4.341 -0.189 1.658
N -2.910 -0.053 1.803
C -2.147 0.514 0.712
C -1.682 -0.470 -0.373
C -0.846 0.236 -1.444
O 0.336 0.826 -0.948
C 1.426 0.063 -0.644
C 1.467 -1.311 -0.856
C 2.587 -2.059 -0.542
C 3.681 -1.416 -0.005
Cl 5.099 -2.319 0.413
C 3.662 -0.046 0.203
C 2.554 0.725 -0.110
C 2.566 2.235 0.099
C 3.888 2.736 0.691
C 1.443 2.635 1.065
C 2.369 2.929 -1.256
H -7.128 0.364 0.868
H -6.612 1.429 -0.468
H -8.183 0.590 -0.548
H -4.684 0.137 -0.948
H -4.963 -1.549 -1.457
H -4.101 -2.068 0.626
H -5.753 -1.747 1.120
H -4.726 0.788 1.355
H -4.723 -0.395 2.663
H -2.491 -0.920 2.118
H -2.743 1.311 0.261
H -1.255 0.973 1.153
H -1.089 -1.255 0.103
H -2.536 -0.933 -0.867
H -0.623 -0.448 -2.273
H -1.415 1.080 -1.846
H 0.621 -1.826 -1.281
H 2.599 -3.124 -0.715
H 4.544 0.409 0.618
H 3.835 3.816 0.809
H 4.726 2.515 0.034
H 4.072 2.301 1.670
H 1.498 3.701 1.275
H 1.542 2.093 2.003
H 0.470 2.421 0.637
H 1.415 2.659 -1.695
H 2.396 4.009 -1.127
H 3.163 2.643 -1.943
```

***

Entry 2:
The molecule C17H28N4O3, computed with wB97M-V/def2-TZVPD.

The calculation puts the energy above the lowest of the compared OMol25 structures with the same formula, charge and spin at 10.7 kcal/mol. The LUMO energy is 0.6 eV. The charge is 0. The SMILES is CCCCN1C(=O)NC(=O)/C(=C(\C)NCCN2CCCCC2)C1=O. As for the gap between HOMO and LUMO: 0.3290 Eh.

```
52
C17H28N4O3, DFT wB97M-V/def2-TZVPD
C 1.568 3.787 1.150
C 2.372 2.630 0.569
C 2.018 2.387 -0.896
C 2.909 1.330 -1.550
N 2.848 0.054 -0.848
C 3.939 -0.311 -0.087
O 4.943 0.357 0.000
N 3.802 -1.507 0.562
C 2.702 -2.358 0.587
O 2.771 -3.363 1.271
C 1.587 -1.925 -0.226
C 0.380 -2.656 -0.234
C 0.218 -3.866 0.617
N -0.612 -2.255 -1.011
C -1.985 -2.675 -1.012
C -2.791 -2.108 0.193
N -2.842 -0.682 0.343
C -3.356 0.050 -0.797
C -3.785 1.447 -0.351
C -2.602 2.181 0.271
C -2.039 1.341 1.413
C -1.660 -0.042 0.887
C 1.705 -0.706 -0.993
O 0.832 -0.286 -1.764
H 0.500 3.593 1.063
H 1.807 3.930 2.201
H 1.790 4.709 0.619
H 3.439 2.845 0.653
H 2.172 1.725 1.149
H 2.136 3.314 -1.459
H 0.975 2.075 -0.976
H 2.586 1.163 -2.581
H 3.953 1.646 -1.531
H 4.595 -1.800 1.122
H 0.371 -3.609 1.663
H -0.758 -4.324 0.494
H 0.995 -4.587 0.372
H -0.379 -1.404 -1.547
H -2.430 -2.314 -1.941
H -2.067 -3.765 -1.001
H -3.819 -2.470 0.082
H -2.382 -2.522 1.118
H -4.216 -0.492 -1.198
H -2.600 0.148 -1.596
H -4.581 1.351 0.389
H -4.173 2.000 -1.208
H -2.913 3.161 0.635
H -1.828 2.330 -0.487
H -2.795 1.232 2.192
H -1.160 1.819 1.848
H -1.271 -0.658 1.702
H -0.866 0.080 0.134
```

***

Entry 3:
A cluster of 2 separate species, C17H28NO9 in total, computed with wB97M-V/def2-TZVPD.

The LUMO energy is -4.8 eV. The charge is +1. As for the gap between HOMO and LUMO: 0.2810 Eh.

```
55
C17H28NO9, DFT wB97M-V/def2-TZVPD
C 2.530 -1.474 0.898
C 0.974 -1.218 1.214
O 0.056 -2.033 0.442
C -0.939 -1.234 -0.239
C -2.157 -0.740 0.735
N -2.155 0.759 0.723
C -2.829 1.393 -0.410
O -3.490 0.636 -1.428
C -4.938 0.814 -1.363
C -5.723 -0.466 -0.741
C -2.875 2.955 -0.587
C -2.204 3.895 0.483
C -2.242 5.484 0.401
O -3.235 6.045 0.945
O -1.270 6.311 -0.198
C -1.510 3.144 1.684
C -0.815 4.085 2.787
O 0.486 4.476 2.218
O 1.371 3.461 2.350
C -1.527 1.571 1.766
C -0.818 0.935 3.051
H 3.041 -1.906 1.835
H 2.721 -2.124 -0.019
H 3.033 -0.442 0.735
H 0.785 -0.084 1.060
H 0.806 -1.505 2.324
H -1.356 -1.872 -1.109
H -0.427 -0.333 -0.721
H -3.113 -1.175 0.254
H -2.088 -1.204 1.774
H -5.274 1.713 -0.727
H -5.314 1.034 -2.429
H -6.006 -1.245 -1.532
H -5.207 -0.907 0.178
H -6.729 -0.037 -0.358
H -3.396 3.415 -1.492
H -0.522 5.793 -0.575
H -1.391 5.057 2.958
H -0.644 3.540 3.777
H 1.440 2.962 1.494
H -1.481 1.234 3.955
H -0.777 -0.202 3.058
H 0.207 1.428 3.264
C 4.048 -4.429 -4.582
O 4.259 -3.936 -3.260
C 5.419 -4.330 -2.704
O 6.248 -5.036 -3.221
O 5.491 -3.800 -1.470
C 6.679 -4.137 -0.756
H 3.086 -4.050 -4.930
H 4.826 -4.068 -5.257
H 4.010 -5.521 -4.585
H 7.562 -3.764 -1.280
H 6.746 -5.217 -0.607
H 6.629 -3.656 0.221
```

***

Entry 4:
A structure of composition C17H29As2F6FeN4O4S2, computed with wB97M-V/def2-TZVPD.

The LUMO energy (alpha / beta) is -5.1 / -8.7 eV. The charge is +2. The spin multiplicity is 6. As for the gap between HOMO and LUMO (alpha / beta): 0.3579 / 0.2312 Eh.

```
65
C17H29As2F6FeN4O4S2, DFT wB97M-V/def2-TZVPD
Fe -0.315 -0.292 -0.531
C 2.878 -1.792 -2.109
As 2.323 -0.635 -0.656
C 3.514 0.889 -0.845
C 2.929 -1.531 0.940
C 4.113 -2.256 0.940
C 4.507 -2.940 2.082
C 3.719 -2.905 3.223
C 2.538 -2.176 3.237
C 2.151 -1.476 2.098
As 0.567 -0.374 2.131
C -0.449 -0.899 3.676
C 1.145 1.438 2.504
H 3.956 -1.714 -2.238
H 2.385 -1.489 -3.030
H 2.606 -2.818 -1.872
H 4.530 0.514 -0.721
H 3.319 1.642 -0.085
H 3.414 1.328 -1.837
H 4.727 -2.317 0.049
H 5.421 -3.517 2.074
H 4.020 -3.451 4.107
H 1.932 -2.168 4.133
H 0.113 -0.585 4.555
H -0.602 -1.975 3.661
H -1.410 -0.389 3.651
H 1.597 1.440 3.496
H 0.290 2.111 2.487
H 1.889 1.748 1.774
F -4.939 -0.026 0.875
C -4.429 -1.239 0.799
F -4.554 -1.866 1.944
F -4.970 -1.911 -0.185
S -2.582 -1.032 0.436
O -2.366 -1.127 -1.007
O -2.155 0.287 0.922
N -1.682 -2.063 1.194
S -1.691 -3.661 0.860
O -3.001 -4.130 0.576
O -0.812 -4.259 1.799
C -0.770 -3.770 -0.771
F 0.010 -2.626 -0.946
F 0.062 -4.782 -0.754
F -1.584 -3.847 -1.792
C -2.272 0.985 -3.326
N -2.235 2.084 -2.363
C -3.528 2.686 -2.046
C -1.103 2.421 -1.726
N -0.193 1.462 -1.432
N -0.868 3.704 -1.414
C 0.149 4.074 -0.442
C -1.365 4.826 -2.218
H -2.899 1.301 -4.159
H -2.688 0.073 -2.905
H -1.271 0.793 -3.705
H -4.173 1.925 -1.600
H -4.005 3.064 -2.950
H -3.416 3.498 -1.336
H 0.743 1.853 -1.400
H 1.144 4.125 -0.895
H 0.154 3.368 0.384
H -0.090 5.059 -0.047
H -1.917 4.466 -3.077
H -0.509 5.403 -2.570
H -2.003 5.473 -1.617
```

***

Entry 5:
A structure of composition C17H29AuFNO2P2, computed with wB97M-V/def2-TZVPD.

The calculation puts the energy above the lowest of the compared OMol25 structures with the same formula, charge and spin at 0.0 kcal/mol. The LUMO energy (alpha / beta) is 0.6 / 0.4 eV. The charge is 0. The spin multiplicity is 3. As for the gap between HOMO and LUMO (alpha / beta): 0.2199 / 0.3113 Eh.

```
53
C17H29AuFNO2P2, DFT wB97M-V/def2-TZVPD
C 2.017 -1.457 3.450
C 1.505 -0.728 2.369
N 0.319 -1.055 1.837
C -0.443 -2.025 2.357
C 0.009 -2.763 3.453
C 1.255 -2.483 3.999
C 2.302 0.398 1.749
P 1.214 1.568 0.854
Au -0.440 0.114 -0.015
P -1.928 -1.703 0.024
C -1.810 -2.304 1.756
C -1.034 1.134 -1.774
C -1.534 2.413 -1.608
C -1.872 3.162 -2.743
C -1.750 2.600 -4.021
C -1.288 1.286 -4.158
C -0.926 0.544 -3.018
O 4.089 -0.353 -0.322
O 2.402 0.109 -2.425
H 3.001 -1.181 3.822
H -0.639 -3.549 3.831
H 1.634 -3.059 4.842
C 0.558 2.717 2.076
C 2.198 2.539 -0.300
H -2.050 -3.375 1.797
H -2.588 -1.764 2.316
H 3.056 -0.003 1.006
H 2.869 0.938 2.522
C -3.645 -1.326 -0.364
C -1.442 -3.135 -0.977
H -1.658 2.808 -0.602
H -2.227 4.184 -2.622
H -2.017 3.182 -4.906
H -1.184 0.835 -5.146
H -0.569 -0.482 -3.109
H 1.542 -0.200 -2.003
H 2.125 0.654 -3.192
H 3.556 -0.262 -1.154
H 4.411 -1.267 -0.292
H 0.587 -0.735 -1.066
H 1.375 3.272 2.559
H -0.113 3.416 1.564
H -0.031 2.169 2.819
H 3.002 3.057 0.241
H 2.614 1.891 -1.085
H 1.531 3.277 -0.764
H -2.131 -3.970 -0.797
H -1.469 -2.857 -2.038
H -0.418 -3.435 -0.721
H -4.277 -2.215 -0.237
H -3.969 -0.512 0.295
H -3.694 -0.982 -1.405
F -2.027 0.914 1.325
```

***

Entry 6:
The molecule C17H29BO6, computed with wB97M-V/def2-TZVPD.

The LUMO energy is -0.8 eV. The charge is 0. The SMILES is COCCCCCCCCCCCC1=C(B(O)OC)C(=O)OC1=O. As for the gap between HOMO and LUMO: 0.3264 Eh.

```
53
C17H29BO6, DFT wB97M-V/def2-TZVPD
C -3.086 -2.042 2.302
O -2.533 -1.069 3.156
C -1.129 -0.927 3.078
C -0.707 0.539 3.056
C 0.636 0.714 2.333
C 1.434 1.973 2.759
C 1.689 2.939 1.588
C 2.805 2.486 0.636
C 2.346 1.705 -0.616
C 2.915 0.289 -0.758
C 1.982 -0.655 -1.545
C 0.983 -1.345 -0.630
C 0.157 -2.477 -1.270
C -0.441 -2.090 -2.575
C -1.018 -0.945 -2.984
B -1.413 0.319 -2.138
O -1.218 1.589 -2.639
O -1.991 0.121 -0.918
C -3.078 0.959 -0.547
C -1.105 -1.041 -4.464
O -1.159 -0.150 -5.268
O -0.886 -2.358 -4.844
C -0.658 -3.070 -3.683
O -0.867 -4.245 -3.573
H -2.535 -2.128 1.361
H -4.113 -1.759 2.073
H -3.117 -3.029 2.776
H -0.684 -1.395 3.966
H -0.708 -1.451 2.214
H -0.702 0.967 4.058
H -1.477 1.073 2.491
H 1.241 -0.184 2.474
H 0.410 0.818 1.274
H 0.881 2.486 3.545
H 2.405 1.641 3.130
H 0.745 3.042 1.043
H 1.902 3.924 2.006
H 3.555 1.927 1.200
H 3.305 3.391 0.286
H 2.660 2.277 -1.492
H 1.255 1.692 -0.664
H 3.060 -0.128 0.243
H 3.902 0.304 -1.220
H 1.495 -0.066 -2.324
H 2.616 -1.380 -2.065
H 1.502 -1.751 0.237
H 0.281 -0.598 -0.262
H -0.587 -2.815 -0.547
H 0.833 -3.316 -1.447
H -1.639 1.683 -3.504
H -3.866 0.351 -0.112
H -2.779 1.701 0.193
H -3.501 1.503 -1.392
```

***

Entry 7:
A cluster of 2 separate species, C17H29F4N2O3SSi in total, computed with wB97M-V/def2-TZVPD.

The LUMO energy is -3.6 eV. The charge is +1. As for the gap between HOMO and LUMO: 0.2847 Eh.

```
57
C17H29F4N2O3SSi, DFT wB97M-V/def2-TZVPD
C 4.809 1.285 1.217
C 4.539 0.471 -0.160
C 5.955 0.498 -0.971
C 4.202 -1.077 0.104
C 2.635 -1.415 0.142
S 2.526 -2.928 1.275
O 1.337 -3.715 0.753
O 3.748 -3.797 1.168
C 2.124 -2.463 3.042
F 2.822 -1.317 3.458
F 0.746 -2.161 3.104
F 2.365 -3.565 3.883
N 2.049 -1.663 -1.237
C 0.628 -1.105 -1.347
N -0.279 -2.253 -1.658
C 0.526 -0.515 0.138
Si -0.863 0.759 0.570
C -0.931 2.270 -0.593
C -0.519 1.286 2.407
C -2.523 -0.239 0.442
O 1.883 -0.254 0.601
H 5.125 2.358 0.954
H 3.920 1.247 1.929
H 5.738 0.792 1.689
H 3.740 1.006 -0.793
H 6.667 1.214 -0.419
H 6.470 -0.530 -0.967
H 5.786 0.831 -2.045
H 4.659 -1.659 -0.782
H 4.747 -1.401 1.064
H 2.053 -2.665 -1.504
H 2.746 -1.200 -1.853
H 0.479 -0.428 -2.246
H -0.639 -2.672 -0.782
H -1.125 -1.873 -2.117
H 0.165 -1.438 0.737
H -1.249 1.970 -1.651
H 0.029 2.896 -0.616
H -1.747 2.983 -0.196
H 0.600 1.065 2.585
H -0.704 2.395 2.565
H -1.078 0.610 3.138
H -2.359 -1.252 0.965
H -3.356 0.362 0.936
H -2.796 -0.463 -0.654
F -3.648 1.462 -1.844
C -4.973 1.470 -1.601
C -5.532 2.540 -0.921
C -6.901 2.551 -0.674
C -7.692 1.487 -1.101
C -7.118 0.416 -1.779
C -5.751 0.410 -2.036
H -4.899 3.355 -0.589
H -7.351 3.386 -0.149
H -8.759 1.495 -0.904
H -7.735 -0.413 -2.107
H -5.289 -0.412 -2.570
```

***

Entry 8:
A cluster of 2 separate species, C17H30BrNO2PS2 in total, computed with wB97M-V/def2-TZVPD.

The LUMO energy is -2.7 eV. The charge is +1. As for the gap between HOMO and LUMO: 0.3153 Eh.

```
54
C17H30BrNO2PS2, DFT wB97M-V/def2-TZVPD
C 2.199 -2.188 -1.103
C 2.400 -1.194 0.046
C 1.092 -0.480 0.465
Br 0.321 -1.463 1.952
C 1.357 1.044 0.575
C 1.340 1.530 -0.884
C 1.733 2.985 -1.045
C 0.634 3.769 -0.360
C 0.634 3.454 1.121
N 0.496 1.955 1.533
C -0.989 1.618 1.710
C -1.979 1.954 0.608
C -2.042 0.988 -0.580
S -2.248 1.773 -2.213
P 1.133 1.877 3.304
O 2.667 2.032 2.913
O 0.617 3.318 3.755
S 0.627 0.506 4.493
H 1.158 -2.505 -1.186
H 2.789 -3.091 -0.952
H 2.494 -1.765 -2.063
H 3.138 -0.440 -0.234
H 2.804 -1.707 0.917
H 0.353 -0.626 -0.317
H 2.361 1.183 0.955
H 2.005 0.864 -1.430
H 0.345 1.396 -1.315
H 2.695 3.175 -0.559
H 1.822 3.243 -2.099
H -0.321 3.525 -0.827
H 0.767 4.849 -0.433
H 1.587 3.783 1.528
H -0.163 3.960 1.651
H -1.041 0.568 1.986
H -1.275 2.192 2.592
H -1.876 2.992 0.297
H -2.945 1.911 1.117
H -2.864 0.289 -0.438
H -1.136 0.391 -0.646
H -2.733 2.935 -1.757
H 3.263 1.840 3.654
H 0.423 3.308 4.707
C -0.960 -4.903 -0.868
C -1.526 -3.638 -0.944
C -2.534 -3.378 -1.864
C -2.979 -4.387 -2.706
C -2.415 -5.653 -2.629
C -1.406 -5.911 -1.711
H -0.176 -5.104 -0.149
H -1.174 -2.854 -0.285
H -2.976 -2.391 -1.924
H -3.766 -4.188 -3.421
H -2.764 -6.440 -3.284
H -0.969 -6.900 -1.652
```

***

| no. | molar mass (g/mol) |
| --- | --- |
| 1 | 313.869 |
| 2 | 336.436 |
| 3 | 390.409 |
| 4 | 737.254 |
| 5 | 557.337 |
| 6 | 340.225 |
| 7 | 445.575 |
| 8 | 455.444 |